(1)
C25H22F2N7O2Ti as an isolated structure, computed with wB97M-V/def2-TZVPD.

Computed properties:
Total charge   -1
Energy relative to the best compared isomer or geometry (same formula, charge and spin)   0.0 kJ/mol
Orbital gap (alpha / beta)   0.1201 / 0.2122 hartree
HOMO (alpha / beta)   -1.1385 / -3.6613 eV
Total energy   -69360.1465 eV
2S+1   3
Expectation value of S²   2.037

Atoms and positions in Å:
Ti -0.704 0.187 0.728
C 0.586 0.564 4.937
C 0.567 0.444 3.420
O -0.535 0.492 2.734
C 1.849 0.141 2.884
C 2.254 -0.187 1.555
C 3.672 -0.679 1.382
N 1.363 -0.252 0.571
N 1.784 -0.483 -0.728
C 0.882 -0.200 -1.645
O -0.325 0.196 -1.290
C 1.218 -0.398 -3.087
C 2.423 -0.951 -3.518
C 2.617 -1.202 -4.891
C 1.695 -0.804 -5.840
C 0.535 -0.174 -5.430
C 0.313 0.019 -4.073
H 0.918 -0.352 5.487
H -0.427 0.804 5.337
H 1.212 1.410 5.258
H 2.654 0.175 3.610
H 3.708 -1.743 1.631
H 4.310 -0.153 2.109
H 4.028 -0.531 0.353
H 3.143 -1.252 -2.779
H 3.541 -1.674 -5.259
H 1.914 -1.058 -6.900
H -0.204 0.126 -6.150
H -0.629 0.504 -3.807
F -6.109 -0.585 0.594
C -5.043 0.294 0.746
C -3.754 -0.232 0.715
C -2.704 0.674 0.727
C -2.951 2.077 0.863
C -4.281 2.508 1.035
F -4.556 3.806 1.429
C -5.363 1.619 0.974
C -1.770 2.974 0.749
C -1.759 4.364 0.856
C -0.523 5.037 0.736
C 0.598 4.299 0.333
C 0.522 2.928 0.200
N -0.598 2.293 0.479
H -3.599 -1.309 0.668
H -6.399 1.948 1.117
H -2.665 4.903 0.940
H -0.414 6.077 0.966
H 1.545 4.846 0.117
H 1.444 2.378 -0.024
N 1.183 -3.947 -0.950
C 0.449 -4.661 -0.057
N 0.304 -5.997 -0.222
N -0.372 -4.134 0.871
C -0.627 -2.874 0.831
N -1.131 -1.804 0.940
H 1.814 -4.495 -1.537
H 1.490 -3.036 -0.725
H 1.165 -6.494 -0.453
H -0.258 -6.423 0.484

Formally, the Mulliken partial charges of the atoms, in units of the elementary charge, are as follows: number 1, Ti, carries -1.579; number 2, C, carries -1.660; number 3, C, carries 0.734; number 4, O, carries -0.520; number 5, C, carries -0.776; number 6, C, carries 0.725; number 7, C, carries -1.597; number 8, N, carries 1.182; number 9, N, carries -0.579; number 10, C, carries 0.223; number 11, O, carries -0.712; number 12, C, carries 0.194; number 13, C, carries -0.320; number 14, C, carries -0.618; number 15, C, carries -0.322; number 16, C, carries -0.639; number 17, C, carries -0.244; number 18, H, carries 0.294; number 19, H, carries 0.350; number 20, H, carries 0.363; number 21, H, carries 0.209; number 22, H, carries 0.219; number 23, H, carries 0.431; number 24, H, carries 0.305; number 25, H, carries 0.461; number 26, H, carries 0.319; number 27, H, carries 0.308; number 28, H, carries 0.395; number 29, H, carries 0.350; number 30, F, carries -0.373; number 31, C, carries 0.421; number 32, C, carries -0.497; number 33, C, carries 0.925; number 34, C, carries 0.013; number 35, C, carries 0.375; number 36, F, carries -0.345; number 37, C, carries -1.003; number 38, C, carries 0.436; number 39, C, carries -0.843; number 40, C, carries -0.516; number 41, C, carries -0.751; number 42, C, carries -0.172; number 43, N, carries 0.917; number 44, H, carries 0.443; number 45, H, carries 0.424; number 46, H, carries 0.515; number 47, H, carries 0.422; number 48, H, carries 0.318; number 49, H, carries 0.320; number 50, N, carries -0.294; number 51, C, carries 0.458; number 52, N, carries -0.460; number 53, N, carries -0.703; number 54, C, carries 0.604; number 55, N, carries -0.056; number 56, H, carries 0.225; number 57, H, carries 0.163; number 58, H, carries 0.252; number 59, H, carries 0.288

=====

(2)
C25H22F4N6O2PdSe as an isolated structure, computed with wB97M-V/def2-TZVPD.

Computed properties:
Total charge   -2
Energy relative to the best compared isomer or geometry (same formula, charge and spin)   0.0 kJ/mol
Orbital gap   0.1976 hartree
HOMO   -1.0184 eV
Total energy   -119013.7922 eV

Atoms and positions in Å:
Pd 1.104 0.184 0.541
C 0.730 -3.441 0.901
C -0.620 -3.073 0.282
N -1.043 -1.701 0.548
C -2.044 -1.233 -0.395
C -3.406 -1.943 -0.353
C -1.384 -1.461 1.934
C -1.591 0.002 2.337
N -0.535 0.924 1.948
C -0.657 2.191 2.353
C 0.286 3.221 1.977
F 1.270 2.949 1.114
C 0.269 4.499 2.458
F 1.244 5.350 2.063
C -0.700 4.981 3.326
C -1.665 4.062 3.660
F -2.670 4.453 4.485
C -1.672 2.762 3.213
F -2.743 2.039 3.660
H 1.202 -4.258 0.349
H 0.648 -3.740 1.947
H 1.375 -2.566 0.836
H -1.388 -3.796 0.615
H -0.528 -3.156 -0.804
H -1.621 -1.347 -1.394
H -2.184 -0.163 -0.229
H -3.313 -3.001 -0.613
H -4.079 -1.474 -1.077
H -3.875 -1.872 0.632
H -0.596 -1.896 2.550
H -2.326 -1.973 2.204
H -1.700 -0.026 3.424
H -2.557 0.329 1.934
H -0.708 5.998 3.689
O -0.995 2.698 -1.360
C -0.564 1.705 -1.923
N 0.083 0.638 -1.378
C 0.307 -0.317 -2.343
O 0.714 -1.452 -2.182
C -0.144 0.234 -3.681
C -0.130 -0.290 -4.954
C -0.697 0.468 -5.981
C -1.259 1.713 -5.717
C -1.262 2.233 -4.421
C -0.697 1.472 -3.420
H 0.323 -1.256 -5.151
H -0.702 0.081 -6.994
H -1.701 2.284 -6.527
H -1.690 3.204 -4.203
Se 4.797 -2.827 -1.844
N 4.828 -3.150 -0.064
C 4.255 -2.125 0.493
C 4.058 -1.976 1.913
C 3.428 -0.862 2.347
C 2.987 0.169 1.447
N 3.172 0.089 0.075
C 3.757 -1.050 -0.408
N 3.985 -1.241 -1.681
H 4.419 -2.739 2.592
H 3.268 -0.711 3.409
H 2.939 1.181 1.841

Formally, the Mulliken partial charges of the atoms, in units of the elementary charge, are as follows: number 1, Pd, carries 0.116; number 2, C, carries -1.001; number 3, C, carries -0.829; number 4, N, carries 1.483; number 5, C, carries -0.582; number 6, C, carries -1.694; number 7, C, carries -1.500; number 8, C, carries -0.757; number 9, N, carries 0.213; number 10, C, carries 0.175; number 11, C, carries -0.031; number 12, F, carries -0.387; number 13, C, carries 0.215; number 14, F, carries -0.346; number 15, C, carries -0.623; number 16, C, carries 0.069; number 17, F, carries -0.362; number 18, C, carries 0.398; number 19, F, carries -0.366; number 20, H, carries 0.449; number 21, H, carries 0.361; number 22, H, carries -0.132; number 23, H, carries 0.278; number 24, H, carries 0.454; number 25, H, carries 0.222; number 26, H, carries 0.284; number 27, H, carries 0.290; number 28, H, carries 0.496; number 29, H, carries 0.305; number 30, H, carries 0.539; number 31, H, carries 0.171; number 32, H, carries 0.527; number 33, H, carries 0.494; number 34, H, carries 0.451; number 35, O, carries -0.763; number 36, C, carries -0.244; number 37, N, carries 0.622; number 38, C, carries -0.145; number 39, O, carries -0.526; number 40, C, carries 0.439; number 41, C, carries -0.310; number 42, C, carries -0.458; number 43, C, carries -0.380; number 44, C, carries -0.410; number 45, C, carries -0.184; number 46, H, carries 0.481; number 47, H, carries 0.372; number 48, H, carries 0.363; number 49, H, carries 0.460; number 50, Se, carries 0.049; number 51, N, carries -0.970; number 52, C, carries 0.841; number 53, C, carries -0.588; number 54, C, carries -0.584; number 55, C, carries -0.133; number 56, N, carries -0.683; number 57, C, carries 0.885; number 58, N, carries -0.774; number 59, H, carries 0.334; number 60, H, carries 0.369; number 61, H, carries 0.558